# 1
The following is a DFT calculation (ωB97M-V with the def2-TZVPD basis set) of C38H28BaBrN3O4P as an isolated structure.

Last column: Löwdin charge in e.
Atoms and positions in Å:
Ba (-1.00834, 0.98559, -0.18039)  2.0417
O (-3.31452, -1.16018, -2.88018)  0.0478
C (-3.51686, -2.45948, -2.58644)  -0.2854
C (-4.36962, -3.18152, -3.42567)  -0.0274
C (-4.62636, -4.51507, -3.18228)  -0.1039
C (-4.03897, -5.15406, -2.09490)  -0.1097
C (-3.19429, -4.44103, -1.26602)  -0.0389
C (-2.90712, -3.09530, -1.49406)  -0.0845
C (-1.95545, -2.36803, -0.60566)  -0.4472
O (-1.78269, -1.09248, -0.79740)  -0.4651
N (-1.36484, -3.07398, 0.31034)  0.0551
N (-0.59056, -2.39995, 1.21408)  0.0422
C (0.43140, -1.77189, 0.79060)  -0.1679
C (1.25637, -1.00482, 1.73812)  -0.2913
C (1.40566, -1.38270, 3.07115)  -0.0162
C (2.15197, -0.56964, 3.90181)  -0.0684
C (2.71654, 0.58900, 3.38402)  -0.0683
C (2.50321, 0.88484, 2.04807)  -0.1394
N (1.79666, 0.10783, 1.23511)  0.0741
H (-2.70285, -0.82530, -2.18504)  0.0540
H (-4.81756, -2.66036, -4.26171)  0.1125
H (-5.29264, -5.05985, -3.84031)  0.0946
H (-4.24275, -6.19810, -1.89602)  0.0895
H (-2.72220, -4.91057, -0.41438)  0.1017
H (0.70053, -1.70744, -0.26585)  0.1032
H (0.92880, -2.28703, 3.41923)  0.1084
H (2.29033, -0.82989, 4.94363)  0.1027
H (3.30015, 1.25647, 4.00270)  0.0975
H (2.90807, 1.78840, 1.60598)  0.1117
C (0.30567, -3.54692, -3.44254)  -0.0859
C (-0.42221, -2.48812, -3.96045)  -0.0794
C (0.01896, -1.18202, -3.79174)  -0.0775
C (1.20179, -0.92138, -3.10830)  -0.4025
C (1.92763, -1.99624, -2.59134)  -0.1377
C (1.48929, -3.29839, -2.75986)  -0.0935
P (1.84865, 0.76366, -2.77140)  1.0591
C (3.24545, 0.78376, -3.97406)  -0.3835
C (4.27545, 1.69572, -3.75230)  -0.1130
C (5.34096, 1.80050, -4.63419)  -0.1022
C (5.39854, 0.98135, -5.75120)  -0.1090
C (4.38346, 0.06387, -5.98208)  -0.0938
C (3.31602, -0.03168, -5.10295)  -0.0915
C (0.60341, 1.85707, -3.53317)  -0.4886
C (0.74340, 2.40422, -4.80688)  -0.1155
C (-0.24590, 3.24113, -5.30335)  -0.1234
C (-1.36261, 3.49924, -4.52204)  -0.1279
C (-1.47802, 2.92580, -3.25932)  -0.1868
C (-0.50227, 2.09381, -2.68956)  -0.3269
H (-0.05781, -4.56053, -3.55265)  0.1010
H (-1.35242, -2.67310, -4.48131)  0.1040
H (-0.56687, -0.35870, -4.18108)  0.1075
H (2.84268, -1.80198, -2.04024)  0.1040
H (2.05798, -4.11907, -2.33990)  0.0986
H (4.23622, 2.33043, -2.87412)  0.0951
H (6.12997, 2.51803, -4.44465)  0.0949
H (6.23197, 1.05522, -6.43888)  0.0930
H (4.42135, -0.57802, -6.85354)  0.0970
H (2.52566, -0.74633, -5.29330)  0.1037
H (1.61562, 2.18910, -5.41442)  0.0878
H (-0.14602, 3.68131, -6.28901)  0.0868
H (-2.14412, 4.15147, -4.89860)  0.0859
H (-2.37789, 3.15927, -2.69090)  0.0706
Br (-1.07398, 5.67906, 6.17149)  0.6985
C (-2.06674, 5.26267, 4.60252)  -0.6788
C (-3.23813, 5.95604, 4.34634)  -0.1415
C (-3.96000, 5.64936, 3.20259)  -0.0770
C (-3.51420, 4.66399, 2.33620)  -0.0171
C (-2.33642, 3.98166, 2.60742)  -0.1216
C (-1.60220, 4.28170, 3.74817)  -0.0654
C (-1.84128, 2.90824, 1.65985)  -0.7121
O (-2.58222, 2.60684, 0.69126)  -0.2624
O (-0.72932, 2.38610, 1.89578)  -0.2183
H (-3.57771, 6.72185, 5.02984)  0.0936
H (-4.87566, 6.18662, 2.99138)  0.1017
H (-4.06430, 4.40613, 1.44228)  0.1160
H (-0.68427, 3.74412, 3.93934)  0.1110

DFT total energy	-4871.11077	Eh
net charge	-1
HOMO level	-4.69	eV
frontier orbital gap	6.9	eV
lowest unoccupied orbital energy	2.19	eV

---

# 2
The following is a DFT calculation (ωB97M-V with the def2-TZVPD basis set) of C38H28IrN5 as an isolated structure.

Last column: Löwdin spin population.
Atoms and positions in Å:
Ir (-0.56979, 1.08778, -0.76258)  1.2123
C (4.07409, -1.84281, -1.55829)  0.0273
C (3.36371, -1.68674, -0.37588)  -0.0025
C (2.49169, -0.62199, -0.21994)  0.0293
C (2.32993, 0.29442, -1.25727)  0.0270
C (3.04994, 0.14690, -2.44144)  0.0291
C (3.91653, -0.92429, -2.58746)  -0.0025
N (1.39097, 1.33202, -1.07852)  0.3927
C (1.75444, 2.66477, -1.29136)  0.0567
C (3.06162, 3.12080, -1.44232)  0.0548
C (3.30798, 4.47690, -1.61891)  0.0638
C (2.26012, 5.38908, -1.64785)  0.0667
C (0.94728, 4.96817, -1.48726)  0.0537
C (0.69400, 3.61722, -1.29619)  0.0591
N (-0.54557, 3.05310, -1.10251)  0.3331
N (-1.67654, 3.72233, -1.25321)  0.2579
C (-2.75091, 2.88979, -1.16953)  0.0505
C (-4.05229, 3.40626, -1.30541)  0.0526
C (-5.12444, 2.55390, -1.25777)  0.0291
C (-4.91847, 1.17653, -1.08396)  0.0776
C (-3.62993, 0.72092, -0.95681)  0.0198
N (-2.56777, 1.54143, -0.99028)  0.1214
H (4.75111, -2.67892, -1.67858)  0.0016
H (3.48917, -2.39933, 0.43019)  -0.0005
H (1.92864, -0.47667, 0.69384)  0.0007
H (2.90294, 0.85562, -3.24667)  0.0003
H (4.46011, -1.04966, -3.51527)  -0.0005
H (3.88171, 2.41739, -1.40188)  0.0008
H (4.32744, 4.82191, -1.72968)  0.0024
H (2.46551, 6.44331, -1.78356)  0.0022
H (0.12248, 5.66619, -1.49256)  0.0031
H (-4.16622, 4.47090, -1.44674)  0.0010
H (-6.12804, 2.94708, -1.35636)  -0.0001
H (-5.74120, 0.47849, -1.03878)  0.0047
H (-3.40386, -0.32727, -0.81069)  -0.0009
C (-0.37226, 1.23267, 1.31930)  0.2024
C (-0.25771, 1.32354, 2.52736)  0.0358
C (-0.12732, 1.43468, 3.95052)  0.0003
C (0.86666, 2.23762, 4.51755)  -0.0009
C (0.99230, 2.33814, 5.89348)  0.0001
C (0.13042, 1.64161, 6.73022)  -0.0007
C (-0.86163, 0.84228, 6.17822)  0.0001
C (-0.98978, 0.73864, 4.80274)  -0.0009
H (1.53682, 2.78036, 3.86357)  -0.0001
H (1.76837, 2.96500, 6.31478)  0.0000
H (0.22933, 1.72394, 7.80509)  -0.0001
H (-1.54057, 0.29676, 6.82222)  0.0000
H (-1.76776, 0.12366, 4.36868)  -0.0001
N (-0.65322, -0.84140, -0.69101)  0.5701
C (-0.64858, -2.09327, -0.75466)  0.0780
C (-1.39674, -2.86040, 0.28920)  0.0344
C (-2.06616, -4.04093, -0.02049)  0.0020
C (-2.79002, -4.70597, 0.95767)  0.0029
C (-2.84169, -4.20011, 2.24893)  -0.0020
C (-2.17871, -3.02007, 2.55888)  0.0010
C (-1.46177, -2.34473, 1.58356)  0.0020
C (0.11444, -2.80556, -1.82333)  0.0351
C (0.67955, -4.05622, -1.58663)  0.0012
C (1.41015, -4.69045, -2.57952)  0.0029
C (1.57487, -4.08434, -3.81686)  -0.0036
C (1.01688, -2.83575, -4.05490)  0.0012
C (0.29533, -2.19490, -3.06169)  0.0034
H (-2.02955, -4.43561, -1.02866)  0.0001
H (-3.31470, -5.61991, 0.71007)  0.0004
H (-3.40069, -4.72499, 3.01321)  -0.0002
H (-2.21848, -2.62418, 3.56559)  0.0002
H (-0.95953, -1.41100, 1.81281)  0.0011
H (0.56005, -4.52709, -0.61871)  0.0000
H (1.85204, -5.65952, -2.38511)  0.0004
H (2.14208, -4.58255, -4.59293)  -0.0003
H (1.14830, -2.35780, -5.01745)  0.0003
H (-0.13708, -1.21767, -3.24016)  0.0092

multiplicity	5
DFT total energy	-1842.82915	Eh
HOMO level (spin up / spin down)	-5.84 / -7.38	eV
frontier orbital gap (spin up / spin down)	6.1 / 5.5	eV
lowest unoccupied orbital energy (spin up / spin down)	0.31 / -1.85	eV

---

# 3
The following is a DFT calculation (ωB97M-V with the def2-TZVPD basis set) of C38H29Cl4FN2O2PSiW as an isolated structure.

Last column: Löwdin charge in e.
Atoms and positions in Å:
W (0.37309, -0.61194, 0.55719)  1.7082
C (-2.85671, 0.54370, 3.02373)  -0.1393
Si (-2.47685, -0.95965, 1.97372)  0.4743
C (-3.46334, -2.44943, 2.47903)  -0.1437
C (-2.80470, -0.59430, 0.15362)  -0.1642
N (-0.72063, -1.34989, 2.04163)  -0.1796
C (-0.15863, -1.85998, 3.22106)  -0.2696
C (-0.73371, -1.76348, 4.48820)  -0.0165
C (-0.08886, -2.31134, 5.58681)  -0.0523
C (1.12730, -2.96497, 5.44612)  -0.0517
C (1.72431, -3.07155, 4.19705)  0.0179
C (1.06528, -2.50875, 3.13219)  -0.1846
F (1.60863, -2.55007, 1.85513)  -0.0035
H (-3.38824, 1.28391, 2.42927)  0.0376
H (-1.96202, 1.02277, 3.41896)  0.0332
H (-3.49175, 0.28249, 3.86811)  0.0434
H (-4.52000, -2.18537, 2.43780)  0.0474
H (-3.24535, -2.78612, 3.48957)  0.0341
H (-3.29539, -3.28623, 1.80208)  0.0475
H (-3.85140, -0.83524, -0.04052)  0.0581
H (-2.24499, -1.23190, -0.54339)  -0.0058
H (-2.65750, 0.45610, -0.10678)  0.0163
H (-1.67232, -1.25003, 4.61947)  0.0957
H (-0.54113, -2.22352, 6.56286)  0.1148
H (1.61852, -3.38815, 6.30889)  0.1153
H (2.67063, -3.56842, 4.04889)  0.1300
C (-2.57819, -1.87510, -5.32334)  -0.0564
C (-2.29880, -2.60156, -4.17853)  -0.0530
C (-1.57508, -2.03111, -3.14289)  -0.0838
C (-1.13330, -0.71438, -3.23438)  -0.3216
C (-1.41547, 0.01230, -4.39910)  -0.1021
C (-2.13038, -0.56878, -5.43286)  -0.0573
P (-0.04610, 0.06504, -1.98824)  1.0961
C (-0.41605, 1.83109, -2.11940)  -0.3660
C (-1.74146, 2.26144, -2.19865)  -0.1240
C (-2.02288, 3.60475, -2.37459)  -0.1054
C (-0.98952, 4.52864, -2.43659)  -0.0820
C (0.32572, 4.11152, -2.31155)  -0.0586
C (0.61652, 2.76431, -2.15554)  -0.0643
C (1.63565, -0.18765, -2.57156)  -0.3099
C (1.92897, -0.06326, -3.90771)  -0.0477
C (3.25044, -0.19453, -4.36307)  -0.0426
C (4.24885, -0.44535, -3.46416)  -0.0010
C (3.97856, -0.58478, -2.08237)  -0.1499
C (5.02963, -0.82818, -1.17051)  -0.0053
C (4.77510, -0.92393, 0.16365)  -0.0409
C (3.45672, -0.79819, 0.64369)  -0.0779
C (2.37861, -0.60577, -0.20133)  -0.2137
C (2.64285, -0.47034, -1.60968)  -0.1785
H (-3.13694, -2.32554, -6.13096)  0.1135
H (-2.63787, -3.62223, -4.08497)  0.1145
H (-1.36138, -2.62973, -2.27271)  0.0527
H (-1.07392, 1.02960, -4.51074)  0.1072
H (-2.33697, 0.00511, -6.32477)  0.1135
H (-2.55087, 1.54482, -2.16734)  0.1092
H (-3.04850, 3.93116, -2.46347)  0.1147
H (-1.21144, 5.57724, -2.57640)  0.1145
H (1.12893, 4.83133, -2.35179)  0.1130
H (1.64731, 2.44099, -2.08889)  0.1139
H (1.14064, 0.13808, -4.62388)  0.1060
H (3.46716, -0.09256, -5.41566)  0.1143
H (5.27309, -0.54288, -3.79735)  0.1229
H (6.03760, -0.92105, -1.55139)  0.1234
H (5.57844, -1.09083, 0.86555)  0.1147
H (3.31038, -0.85323, 1.71511)  0.0953
Cl (1.56738, 4.32264, 5.06388)  0.7240
C (0.96489, 3.41866, 3.74012)  -0.6873
C (-0.02753, 3.96540, 2.91298)  -0.6888
Cl (-0.64398, 5.53276, 3.23515)  0.7171
C (-0.52944, 3.24203, 1.82977)  -0.5983
Cl (-1.78495, 3.83735, 0.82928)  0.8087
C (-0.02399, 1.97042, 1.60871)  -0.3150
O (-0.35308, 1.15850, 0.55988)  -0.3036
C (0.95599, 1.42473, 2.42478)  -0.3265
O (1.37031, 0.21255, 2.04432)  -0.2456
C (1.46650, 2.13970, 3.50383)  -0.6059
Cl (2.66948, 1.41423, 4.48470)  0.7548
N (0.05450, -3.64706, -0.67800)  0.0843
C (0.15365, -2.53702, -0.37174)  -0.3784

DFT total energy	-4363.89525	Eh
net charge	+1
HOMO level	-10.92	eV
frontier orbital gap	6.1	eV
lowest unoccupied orbital energy	-4.84	eV